# 1
This record from the Open Molecules 2025 dataset describes C17H12N4O7PdS as an isolated structure. The level of theory is wB97M-V/def2-TZVPD.

Output
HOMO-LUMO gap (spin up / spin down)   6.32 / 7.27 eV
Spin multiplicity   3
Energy   -1926.773911 Ha
HOMO (spin up / spin down)   -7.658 / -8.871 eV
Expectation value of S²   2.007

CARTESIAN COORDINATES (ANGSTROEM)
Pd (-1.57431, 0.41408, -1.18818)
O (0.74753, -1.11304, -4.21804)
C (-0.10406, -0.75780, -3.22530)
O (-0.27614, 0.45717, -2.89503)
C (-0.71404, -1.92437, -2.57125)
C (-0.32509, -3.29431, -2.52234)
C (-0.99043, -4.09548, -1.61809)
C (-1.98567, -3.62346, -0.73064)
C (-2.33279, -2.29164, -0.79670)
N (-1.68411, -1.51881, -1.68469)
C (-3.25207, -1.45166, 0.14561)
O (-4.14799, -2.01793, 0.76616)
O (-2.95266, -0.17052, 0.18723)
H (1.10893, -0.32342, -4.69962)
H (0.43288, -3.69931, -3.21256)
H (-0.76560, -5.16770, -1.62043)
H (-2.48135, -4.30198, -0.02958)
N (-1.80657, 4.13217, 0.47363)
C (-1.25997, 4.55667, -0.70639)
C (-1.20666, 3.45865, -1.51370)
N (-1.74807, 2.40117, -0.83717)
C (-2.07966, 2.82538, 0.36330)
H (-1.96731, 4.70507, 1.30343)
H (-0.95485, 5.57613, -0.89111)
H (-0.83492, 3.36688, -2.52391)
H (-2.46996, 2.18361, 1.15634)
O (1.46419, 3.23081, 1.56006)
S (0.85797, 2.04230, 2.09658)
O (-0.09390, 2.12844, 3.17983)
N (0.19240, 1.17486, 0.89617)
C (0.73450, 0.03064, 0.55373)
O (0.42128, -0.79835, -0.33054)
C (1.88510, -0.28226, 1.43166)
C (2.67985, -1.41461, 1.37720)
C (3.69319, -1.50899, 2.32020)
C (3.87282, -0.50676, 3.27998)
C (3.07342, 0.62769, 3.31509)
C (2.08271, 0.72582, 2.37419)
H (2.49080, -2.19986, 0.62560)
H (4.36052, -2.38362, 2.30631)
H (4.65656, -0.62351, 4.04449)
H (3.25354, 1.43185, 4.05848)

Forces on atoms 1 to 2 (eV/Å):
0.2 0.5 0.4
-0.6 0.9 0.2

# 2
This record from the Open Molecules 2025 dataset describes C17H12NO5PdS as an isolated structure. The level of theory is wB97M-V/def2-TZVPD.

Output
HOMO-LUMO gap (spin up / spin down)   4.67 / 4.40 eV
Spin multiplicity   5
Energy   -1610.593480 Ha
HOMO (spin up / spin down)   -15.468 / -19.264 eV
Expectation value of S²   6.054
Total charge   +3

CARTESIAN COORDINATES (ANGSTROEM)
O (-2.87257, -3.45834, 0.84030)
C (-2.12622, -3.66763, 0.02454)
Pd (0.29202, 0.70306, -0.23933)
O (1.73344, -1.44371, 1.41427)
C (1.00112, -0.87301, 0.71896)
C (1.65903, 2.21201, -0.03515)
O (2.16216, 3.22306, 0.13177)
C (-1.05553, 2.05881, -1.50674)
O (-1.92255, 2.58229, -2.04694)
C (0.78362, -0.33006, -1.88931)
O (1.26467, -1.02484, -2.70896)
H (-0.41882, -0.71568, 0.43644)
N (-1.01620, 0.95672, 1.57864)
S (-0.15943, 1.05646, 2.91179)
C (-1.17990, 2.10540, 4.02280)
C (-2.57025, 2.02657, 3.96660)
C (-3.34500, 2.83992, 4.81800)
C (-2.71286, 3.72948, 5.70418)
C (-1.31005, 3.80882, 5.74074)
C (-0.54546, 2.99098, 4.89752)
C (-0.33233, -0.48964, 3.81333)
C (0.62350, -0.79036, 4.78415)
C (0.52531, -1.95680, 5.56272)
C (-0.57385, -2.83086, 5.34074)
C (-1.53490, -2.52802, 4.34473)
C (-1.39061, -1.35930, 3.58014)
H (-1.50937, 1.83615, 1.48565)
H (-3.03964, 1.34008, 3.26971)
H (-4.42177, 2.76681, 4.78847)
H (-3.30719, 4.35346, 6.36390)
H (-0.81087, 4.49120, 6.41670)
H (0.54847, 3.02006, 4.90094)
H (1.44747, -0.09734, 4.93780)
H (1.26059, -2.18163, 6.32171)
H (-0.67852, -3.72030, 5.95349)
H (-2.38456, -3.19913, 4.19830)
H (-2.10634, -1.11466, 2.80111)

Forces on atoms 1 to 2 (eV/Å):
-0.1 0.0 0.2
0.1 0.0 -0.1

Number 1: largest force on an atom 4.354 eV Å⁻¹. Number 2: largest force on an atom 7.882 eV Å⁻¹.